# 1
{"formula": "C27H26BaNOPS2", "method": "wB97M-V/def2-TZVPD", "species": ["Ba", "S", "C", "C", "C", "C", "C", "C", "S", "H", "H", "H", "H", "C", "C", "C", "O", "H", "H", "H", "H", "H", "H", "H", "N", "P", "C", "C", "C", "C", "C", "C", "C", "C", "C", "C", "C", "C", "C", "C", "C", "C", "C", "C", "H", "H", "H", "H", "H", "H", "H", "H", "H", "H", "H", "H", "H", "H", "H"], "xyz": [[0.49235, -0.09914, 0.30142], [-0.83348, -1.31440, 2.85898], [-1.62794, 0.00317, 3.71815], [-2.66959, -0.34136, 4.59470], [-3.38331, 0.58986, 5.33351], [-3.05838, 1.93640, 5.21115], [-2.03404, 2.30464, 4.35293], [-1.29866, 1.38432, 3.58793], [-0.03856, 2.02898, 2.54321], [-2.91299, -1.39478, 4.67601], [-4.18306, 0.26588, 5.99200], [-3.59718, 2.69294, 5.77317], [-1.77551, 3.35145, 4.24060], [4.89512, 0.35976, -0.95673], [4.08247, -0.91602, -0.68545], [4.13828, -1.83065, -1.91941], [2.79864, -0.62460, -0.33496], [5.94199, 0.14326, -1.20213], [4.86460, 1.00466, -0.07680], [4.44219, 0.90312, -1.79177], [4.61677, -1.45816, 0.12838], [3.66327, -1.32458, -2.76508], [3.57831, -2.74631, -1.71984], [5.16598, -2.09692, -2.19511], [-1.24829, -0.46625, -1.62448], [-2.76774, -0.56092, -1.64874], [-3.50579, -2.20483, -1.22307], [-4.78666, -2.39551, -0.71210], [-5.25436, -3.67350, -0.43382], [-4.44211, -4.77586, -0.66057], [-3.15736, -4.59406, -1.15666], [-2.69385, -3.31568, -1.43058], [-3.53731, -0.30309, -3.32290], [-2.66249, 0.10683, -4.32308], [-3.11250, 0.30500, -5.62233], [-4.44773, 0.08893, -5.93595], [-5.32854, -0.32883, -4.94564], [-4.87304, -0.52443, -3.64866], [-3.75309, 0.55593, -0.57588], [-3.59378, 0.40808, 0.80445], [-4.21553, 1.28014, 1.68613], [-5.00191, 2.31486, 1.19488], [-5.16103, 2.47599, -0.17395], [-4.53814, 1.60089, -1.05594], [-5.41405, -1.53651, -0.50170], [-6.24755, -3.80780, -0.02060], [-4.80183, -5.77238, -0.43120], [-2.51090, -5.44986, -1.31286], [-1.68428, -3.14370, -1.78861], [-1.62398, 0.24926, -4.03985], [-2.41988, 0.62452, -6.39283], [-4.80266, 0.24014, -6.94926], [-6.37117, -0.50436, -5.18620], [-5.56586, -0.85484, -2.88311], [-2.95918, -0.38098, 1.20293], [-4.06249, 1.16201, 2.75157], [-5.47338, 3.00541, 1.88476], [-5.76149, 3.29244, -0.56080], [-4.65667, 1.74396, -2.12350]], "atomic_forces_ev_per_a": [[0.0, 0.0, 0.1], [0.0, 0.0, 0.0], [0.0, 0.0, 0.0], [0.0, 0.0, 0.0], [0.0, 0.0, 0.0], [0.0, 0.0, 0.0], [0.0, 0.0, 0.0], [0.0, 0.0, 0.0], [0.0, 0.0, 0.0], [0.0, 0.0, 0.0], [0.0, 0.0, 0.0], [0.0, 0.0, 0.0], [0.0, 0.0, 0.0], [0.0, 0.0, 0.0], [0.0, 0.0, 0.0], [0.0, 0.0, 0.0], [0.0, 0.0, 0.0], [0.0, 0.0, 0.0], [0.0, 0.0, 0.0], [0.0, 0.0, 0.0], [0.0, 0.0, 0.0], [0.0, 0.0, 0.0], [0.0, 0.0, 0.0], [0.0, 0.0, 0.0], [0.0, 0.0, 0.0], [0.0, 0.0, 0.0], [0.0, 0.0, 0.0], [0.0, 0.0, 0.0], [0.0, 0.0, 0.0], [0.0, 0.0, 0.0], [0.0, 0.0, 0.0], [0.0, 0.0, 0.0], [0.0, 0.0, 0.0], [0.0, 0.0, 0.0], [0.0, 0.0, 0.0], [0.0, 0.0, 0.0], [0.0, 0.0, 0.0], [0.0, 0.0, 0.0], [0.0, 0.0, 0.0], [0.0, 0.0, 0.0], [0.0, 0.0, 0.0], [0.0, 0.0, 0.0], [0.0, 0.0, 0.0], [0.0, 0.0, 0.0], [0.0, 0.0, 0.0], [0.0, 0.0, 0.0], [0.0, 0.0, 0.0], [0.0, 0.0, 0.0], [0.0, 0.0, 0.0], [0.0, 0.0, 0.0], [0.0, 0.0, 0.0], [0.0, 0.0, 0.0], [0.0, 0.0, 0.0], [0.0, 0.0, 0.0], [0.0, 0.0, 0.0], [0.0, 0.0, 0.0], [0.0, 0.0, 0.0], [0.0, 0.0, 0.0], [0.0, 0.0, 0.0]], "nbo_charge": [1.836, -0.623, -0.180, -0.254, -0.285, -0.269, -0.257, -0.162, -0.628, 0.203, 0.182, 0.180, 0.202, -0.627, 0.138, -0.627, -1.060, 0.169, 0.203, 0.188, 0.094, 0.191, 0.200, 0.168, -1.605, 1.709, -0.374, -0.213, -0.216, -0.230, -0.241, -0.130, -0.277, -0.225, -0.218, -0.237, -0.240, -0.219, -0.397, -0.217, -0.140, -0.225, -0.241, -0.212, 0.218, 0.195, 0.193, 0.198, 0.232, 0.256, 0.196, 0.192, 0.195, 0.212, 0.253, 0.231, 0.195, 0.190, 0.206], "total_energy_ha": -2337.8054, "lumo_ev": 4.3, "charge": -2, "spin_multiplicity": 1, "relative_energy_ev": 0.000, "orbital_gap_ev": 5.079}

---

# 2
{"formula": "C27H26Cl2N4PS2Ti", "method": "wB97M-V/def2-TZVPD", "species": ["Ti", "C", "S", "C", "S", "N", "N", "C", "C", "C", "C", "C", "C", "N", "H", "H", "H", "H", "H", "H", "H", "H", "Cl", "C", "Cl", "H", "H", "N", "P", "C", "C", "C", "C", "C", "C", "C", "C", "C", "C", "C", "C", "C", "C", "C", "C", "C", "C", "H", "H", "H", "H", "H", "H", "H", "H", "H", "H", "H", "H", "H", "H", "H", "H"], "xyz": [[0.11194, -0.06075, 1.99577], [3.62694, -2.20535, 4.47747], [2.09494, -3.11695, 4.75137], [1.02514, -2.02185, 3.83777], [0.85984, -2.29585, 2.11807], [0.44574, -1.11005, 4.57837], [-0.40976, -0.18305, 3.96867], [-1.55176, -0.13705, 4.54087], [-2.41376, 0.58125, 3.66607], [-3.68676, 1.04425, 3.91907], [-4.31446, 1.70235, 2.86677], [-3.64816, 1.83445, 1.64357], [-2.36596, 1.30915, 1.51697], [-1.72036, 0.68715, 2.51747], [4.43424, -2.68615, 5.03657], [3.89724, -2.20485, 3.41827], [3.53094, -1.17385, 4.82727], [-1.86256, -0.61935, 5.47697], [-4.15946, 0.91015, 4.88177], [-5.31476, 2.10535, 2.98887], [-4.11766, 2.33075, 0.80177], [-1.81016, 1.37105, 0.58627], [2.44544, -0.24745, 1.80907], [2.84724, 0.94035, 2.99697], [1.24374, 1.39425, 3.45077], [3.39124, 1.77885, 2.55667], [3.39114, 0.49995, 3.83547], [0.11194, -0.06075, -0.04203], [0.08284, -0.04875, -1.70163], [-0.38286, 1.61205, -2.13033], [0.60284, 2.58645, -2.35403], [0.25664, 3.90545, -2.65163], [-1.08366, 4.27205, -2.72683], [-2.07546, 3.32285, -2.49133], [-1.72686, 2.00555, -2.18353], [-1.05006, -1.31745, -2.22303], [-1.13286, -2.51915, -1.50113], [-1.98676, -3.54585, -1.90633], [-2.76976, -3.38785, -3.04593], [-2.68916, -2.20925, -3.78383], [-1.82806, -1.18535, -3.38083], [1.70044, -0.45475, -2.32533], [1.90874, -0.49445, -3.71363], [3.16304, -0.80365, -4.24093], [4.22684, -1.07985, -3.38753], [4.03624, -1.04725, -2.00743], [2.78054, -0.73675, -1.48013], [1.65704, 2.32695, -2.28093], [1.03514, 4.64635, -2.81463], [-1.35446, 5.29935, -2.95533], [-3.12266, 3.61085, -2.53513], [-2.51626, 1.28765, -1.97243], [-0.51706, -2.66715, -0.61623], [-2.03436, -4.46895, -1.33473], [-3.43496, -4.18655, -3.36293], [-3.29316, -2.08945, -4.67973], [-1.76566, -0.28345, -3.98463], [1.08644, -0.28035, -4.39253], [3.30744, -0.82995, -5.31813], [5.20414, -1.32255, -3.79633], [4.86564, -1.26495, -1.33993], [2.65624, -0.71765, -0.40003], [0.11194, 1.69985, 1.99577]], "atomic_forces_ev_per_a": [[-2.7, 2.6, -2.5], [0.3, 0.0, -0.1], [0.3, -0.1, 0.3], [-0.9, 0.9, 0.3], [-1.3, -2.9, 0.8], [0.9, -1.0, 0.5], [2.6, -5.4, 1.5], [-3.2, 1.0, 1.1], [1.3, -1.6, 1.8], [-1.3, 1.1, -1.3], [-0.2, -0.3, 1.1], [0.8, -0.2, -0.4], [-1.0, 0.6, -0.4], [-3.3, 1.6, -3.2], [-0.2, 0.0, 0.0], [-0.1, 0.0, 0.1], [-0.1, -0.2, 0.1], [0.5, 0.3, -0.3], [0.1, 0.0, 0.0], [0.0, 0.0, 0.0], [0.1, -0.1, 0.0], [0.0, 0.1, 0.1], [3.8, 0.3, -0.8], [1.7, 1.0, 0.5], [3.1, 2.6, 3.4], [0.0, -0.1, 0.1], [0.0, 0.0, -0.4], [-0.1, -0.5, -4.3], [0.4, -0.4, 8.8], [-0.2, 0.8, -1.5], [0.0, 0.1, -0.1], [-0.1, -0.3, 0.2], [0.0, 0.0, 0.0], [0.3, -0.2, 0.2], [-0.1, 0.2, -0.1], [-0.8, -0.6, -1.6], [0.1, -0.1, 0.1], [0.2, 0.4, -0.1], [0.0, 0.2, -0.1], [0.1, 0.0, 0.1], [-0.1, -0.4, 0.0], [1.0, 0.0, -1.6], [0.4, -0.1, 0.1], [-0.2, 0.0, 0.0], [-0.1, 0.0, 0.1], [-0.3, 0.1, -0.2], [0.0, -0.1, 0.1], [-0.2, -0.1, -0.1], [-0.1, -0.1, 0.0], [0.0, -0.1, 0.0], [0.1, -0.1, 0.0], [0.1, 0.0, -0.1], [-0.1, 0.3, -0.1], [0.0, 0.2, 0.0], [0.1, 0.1, 0.0], [0.1, 0.0, 0.1], [0.0, 0.0, 0.1], [0.1, 0.0, 0.1], [0.0, 0.0, 0.1], [-0.1, 0.0, 0.0], [-0.1, 0.0, 0.0], [-0.2, 0.0, -0.6], [-1.3, 0.5, -2.2]], "mulliken_spin": [1.109, 0.006, 0.008, 0.034, -0.013, 0.010, 0.097, 0.225, 0.084, -0.020, 0.053, 0.097, -0.018, 0.184, 0.000, 0.000, 0.001, 0.053, -0.002, 0.008, 0.001, 0.047, -0.009, 0.009, -0.005, 0.003, -0.005, -0.045, 0.074, -0.011, 0.008, -0.003, 0.004, 0.001, 0.009, -0.014, 0.009, 0.002, 0.002, -0.001, -0.004, 0.004, -0.001, 0.001, 0.000, 0.001, -0.007, 0.002, 0.000, 0.001, 0.000, 0.001, -0.002, 0.000, 0.000, 0.000, 0.000, 0.000, 0.000, 0.000, 0.000, 0.001, 0.014], "total_energy_ha": -4170.8681, "lumo_ev": [2.6, 2.6], "charge": -1, "spin_multiplicity": 3, "orbital_gap_ev": [4.451, 5.205]}